[1]
C17H16ClNO4OsSTe | ωB97M-V with the def2-TZVPD basis set

Geometry as XYZ:
```
42
Properties=species:S:1:pos:R:3
Os 0.518 1.021 0.405
O -3.678 2.572 -0.300
C -2.551 1.904 -0.134
O -1.450 2.416 -0.361
C -2.683 0.526 0.347
C -3.898 -0.146 0.497
C -3.887 -1.460 0.932
C -2.671 -2.061 1.256
C -1.509 -1.325 1.082
N -1.511 -0.083 0.623
C -0.102 -1.934 1.343
O -0.028 -3.123 1.549
O 0.831 -1.082 1.280
H -3.505 3.479 -0.605
H -4.813 0.372 0.257
H -4.809 -2.013 1.026
H -2.599 -3.073 1.624
C 4.206 1.931 1.748
Te 3.108 1.821 -0.106
C 2.622 3.933 -0.122
H 5.168 2.394 1.545
H 4.354 0.919 2.113
H 3.656 2.505 2.489
H 2.439 4.246 0.902
H 1.724 4.080 -0.713
H 3.439 4.503 -0.551
Cl 0.452 -5.402 -1.156
C 0.461 -3.721 -1.399
C -0.745 -3.039 -1.603
C -0.739 -1.684 -1.792
C 0.475 -0.941 -1.807
C 0.485 0.452 -2.005
C 1.683 -1.666 -1.592
C 1.674 -3.019 -1.394
H -1.674 -3.586 -1.591
H -1.668 -1.154 -1.939
H -0.421 0.932 -2.359
H 1.406 0.895 -2.376
H 2.620 -1.122 -1.582
H 2.595 -3.554 -1.218
S 0.559 2.156 3.614
C 0.469 2.133 2.073
```

Values from the calculation:
- ΔE to the lowest compared entry with this formula, charge and spin (kJ/mol) = 0.0
- spin multiplicity = 2
- HOMO level (alpha / beta) (eV) = -10.440 / -11.454
- net charge = +1
- LUMO level (alpha / beta) (eV) = -4.3 / -4.8

List of Löwdin charges in e, atom by atom: atom 1 (Os): 0.98, atom 2 (O): 0.17, atom 3 (C): -0.44, atom 4 (O): 0.00, atom 5 (C): -0.17, atom 6 (C): 0.04, atom 7 (C): 0.00, atom 8 (C): 0.05, atom 9 (C): -0.16, atom 10 (N): 0.07, atom 11 (C): -0.62, atom 12 (O): 0.09, atom 13 (O): -0.13, atom 14 (H): 0.16, atom 15 (H): 0.13, atom 16 (H): 0.12, atom 17 (H): 0.14, atom 18 (C): -0.37, atom 19 (Te): 1.30, atom 20 (C): -0.38, atom 21 (H): 0.01, atom 22 (H): 0.01, atom 23 (H): 0.00, atom 24 (H): 0.01, atom 25 (H): 0.00, atom 26 (H): 0.01, atom 27 (Cl): 0.78, atom 28 (C): -0.66, atom 29 (C): -0.09, atom 30 (C): -0.04, atom 31 (C): -0.34, atom 32 (C): -0.11, atom 33 (C): -0.03, atom 34 (C): -0.07, atom 35 (H): 0.12, atom 36 (H): 0.12, atom 37 (H): 0.07, atom 38 (H): 0.03, atom 39 (H): 0.10, atom 40 (H): 0.12, atom 41 (S): 0.79, atom 42 (C): -0.81


[2]
C17H16F3N2O2S2 | ωB97M-V with the def2-TZVPD basis set

Geometry as XYZ:
```
42
Properties=species:S:1:pos:R:3
C 0.340 2.519 1.149
C 1.242 1.370 1.382
C 1.006 0.463 2.438
N 0.795 -0.237 3.359
C 2.529 1.427 0.763
C 2.880 2.341 -0.285
C 4.032 2.147 -1.044
C 4.942 1.133 -0.698
C 4.683 0.314 0.422
C 3.504 0.470 1.156
H -0.083 2.467 0.138
H -0.519 2.525 1.822
H 0.835 3.497 1.282
H 2.200 3.161 -0.525
H 4.208 2.752 -1.939
H 5.851 0.994 -1.300
H 5.398 -0.450 0.746
H 3.309 -0.214 1.997
C -2.596 -0.383 1.280
N -3.028 -1.516 0.474
S -4.069 -2.647 1.303
C -3.189 -4.253 1.483
F -4.125 -5.235 1.628
F -2.408 -4.593 0.417
F -2.423 -4.227 2.608
S -3.672 -0.914 -1.000
C -2.022 -0.495 -1.561
C -1.761 0.772 -2.080
C -0.431 1.171 -2.299
C 0.588 0.199 -2.266
C 0.340 -1.048 -1.679
C -0.983 -1.404 -1.331
O -4.214 -1.994 -1.781
O -4.446 0.269 -0.716
H -2.261 -0.849 2.206
H -1.765 0.135 0.779
H -3.423 0.323 1.453
H -2.602 1.441 -2.231
H -0.210 2.218 -2.523
H 1.585 0.434 -2.686
H 1.185 -1.721 -1.468
H -1.223 -2.363 -0.877
```

Values from the calculation:
- ΔE to the lowest compared entry with this formula, charge and spin (kJ/mol) = 35.8
- HOMO level (eV) = -2.664
- net charge = -1
- LUMO level (eV) = 2.5

List of Löwdin charges in e, atom by atom: atom 1 (C): -0.13, atom 2 (C): -0.34, atom 3 (C): -0.32, atom 4 (N): 0.06, atom 5 (C): -0.24, atom 6 (C): -0.08, atom 7 (C): -0.15, atom 8 (C): -0.16, atom 9 (C): -0.13, atom 10 (C): -0.07, atom 11 (H): 0.04, atom 12 (H): 0.07, atom 13 (H): 0.07, atom 14 (H): 0.08, atom 15 (H): 0.09, atom 16 (H): 0.07, atom 17 (H): 0.09, atom 18 (H): 0.09, atom 19 (C): -0.15, atom 20 (N): -0.59, atom 21 (S): 1.05, atom 22 (C): -0.80, atom 23 (F): 0.06, atom 24 (F): 0.08, atom 25 (F): 0.07, atom 26 (S): 0.63, atom 27 (C): -0.31, atom 28 (C): -0.06, atom 29 (C): -0.07, atom 30 (C): -0.06, atom 31 (C): -0.04, atom 32 (C): -0.06, atom 33 (O): -0.30, atom 34 (O): -0.30, atom 35 (H): 0.08, atom 36 (H): 0.09, atom 37 (H): 0.09, atom 38 (H): 0.11, atom 39 (H): 0.11, atom 40 (H): 0.11, atom 41 (H): 0.12, atom 42 (H): 0.11


E_tot / hartree: -2229.89400 -2013.35025